Record 1
# C38H43InN8O5S

C38H43InN8O5S as an isolated structure (wB97M-V/def2-TZVPD, the OMol25 dataset).

Structure (XYZ):
```
96
Properties=species:S:1:pos:R:3:forces:R:3
In -0.2415 0.2584 1.0821 0.322 0.521 0.431
C 0.1192 4.8334 1.5366 0.065 0.056 -0.007
O -0.8279 4.7367 0.4522 -0.056 -0.005 -0.079
C -0.8117 3.4893 0.0066 0.078 0.016 0.191
N -0.1065 2.6383 0.6661 -0.087 -0.059 -0.114
C 0.5102 3.3745 1.8066 -0.029 -0.050 -0.032
C 2.0020 3.1760 1.9459 0.001 -0.025 0.041
C 2.6594 2.0477 1.4741 -0.004 0.004 -0.042
C 4.0260 1.8839 1.6548 -0.019 0.001 0.003
C 4.7566 2.8475 2.3293 0.032 -0.006 0.022
C 4.1114 3.9724 2.8221 0.022 -0.014 -0.016
C 2.7499 4.1347 2.6263 -0.030 -0.029 0.040
C -1.5912 3.3096 -1.2446 -0.052 0.122 -0.069
C -2.1856 4.4401 -1.8045 0.053 -0.061 0.021
C -2.8245 4.3118 -3.0222 -0.019 0.028 -0.009
C -2.8570 3.0701 -3.6267 0.009 -0.005 0.031
C -2.2707 1.9936 -2.9689 0.020 0.177 0.086
N -1.6410 2.1021 -1.7973 0.013 -0.126 -0.022
C -2.4300 0.6466 -3.5564 0.019 -0.214 0.013
N -2.1911 -0.4655 -2.9909 0.031 -0.003 0.054
C -2.8669 -1.4754 -3.8387 -0.057 0.003 0.013
C -3.0525 -0.7534 -5.1712 -0.033 -0.002 -0.101
O -3.0027 0.6336 -4.7713 -0.092 0.051 -0.108
C -2.2488 -2.8452 -3.8767 -0.059 -0.083 0.003
C -1.4581 -3.2830 -2.6542 0.104 0.034 0.019
C -1.0106 -4.7855 -2.5967 0.001 0.028 0.016
C -1.5329 -5.6159 -3.7313 -0.021 0.030 -0.095
C -2.1500 -5.1084 -4.7933 0.062 -0.147 0.093
C -2.4905 -3.6929 -4.8762 0.003 0.180 0.077
H 0.9555 5.4306 1.1736 -0.016 -0.005 0.073
H -0.3693 5.3341 2.3682 0.001 -0.018 -0.015
H 0.0110 2.9981 2.7015 0.068 0.100 0.044
H 2.1164 1.2782 0.9371 0.016 0.032 -0.033
H 4.5264 1.0054 1.2675 0.011 -0.032 -0.014
H 5.8209 2.7235 2.4767 0.006 0.002 -0.008
H 4.6650 4.7176 3.3743 0.014 0.033 0.017
H 2.2714 5.0167 3.0342 -0.028 0.012 0.011
H -2.1303 5.3921 -1.3010 0.004 -0.003 0.009
H -3.2878 5.1677 -3.4920 -0.005 0.013 -0.015
H -3.3400 2.9186 -4.5792 -0.006 0.006 -0.023
H -3.8586 -1.6047 -3.3767 0.001 0.055 -0.008
H -2.2408 -0.9447 -5.8775 -0.004 0.013 0.051
H -4.0148 -0.9179 -5.6478 0.045 -0.060 -0.022
H -0.5556 -2.6707 -2.6604 0.041 -0.013 -0.046
H 0.0784 -4.7860 -2.7167 -0.022 0.021 0.049
H -1.3115 -6.6752 -3.6795 0.011 -0.036 0.010
H -2.4484 -5.7524 -5.6084 0.002 -0.027 -0.016
H -3.0234 -3.3577 -5.7576 -0.021 0.028 -0.018
N 0.6248 0.3436 -0.9537 -0.142 -0.035 -0.171
C 1.5880 -0.5603 -1.6335 -0.009 -0.003 -0.157
C 2.8551 -0.9004 -0.8623 0.070 0.122 -0.019
C 2.7892 -2.1211 0.0583 0.036 -0.090 -0.028
C 2.3789 -1.8775 1.4970 0.000 0.017 0.083
N 0.9183 -1.6488 1.6107 -0.186 -0.196 -0.162
H -0.2313 0.3602 -1.5188 -0.036 0.044 0.030
H 0.9701 1.3017 -1.0011 0.007 -0.037 0.053
H 1.8601 -0.0653 -2.5689 0.001 -0.075 0.010
H 1.0464 -1.4662 -1.9002 -0.023 -0.055 0.063
H 3.2064 -0.0177 -0.3178 0.010 -0.070 -0.016
H 3.6283 -1.0901 -1.6090 -0.051 -0.019 -0.015
H 3.7682 -2.6015 0.0719 0.030 0.068 0.060
H 2.1114 -2.8670 -0.3739 0.026 -0.038 -0.038
H 2.8928 -1.0093 1.9159 0.019 -0.019 -0.049
H 2.6487 -2.7443 2.1056 0.000 0.035 -0.033
H 0.6133 -1.7246 2.5814 0.034 0.004 -0.030
H 0.4310 -2.3821 1.0945 0.015 -0.021 0.046
O 5.1594 1.9532 6.6992 0.013 0.064 0.031
C 4.2165 2.7571 6.1749 0.013 0.004 -0.041
O 4.3779 3.9424 6.1131 0.036 -0.030 0.009
C 2.9908 2.0986 5.6227 -0.129 -0.012 0.004
C 3.0167 0.8359 5.0423 0.017 0.096 0.022
C 1.8918 0.3418 4.4015 0.035 0.008 -0.018
C 0.7336 1.1050 4.3246 -0.034 -0.021 0.053
S -0.7186 0.5536 3.4583 -0.078 -0.037 0.103
C 0.6809 2.3265 4.9960 -0.016 0.008 -0.008
C 1.8051 2.8290 5.6215 0.076 -0.068 0.006
H 4.8149 1.0639 6.8423 0.009 -0.023 0.011
H 3.9249 0.2450 5.0438 0.015 -0.003 -0.005
H 1.9317 -0.6456 3.9608 -0.021 0.032 0.000
H -0.2451 2.8880 5.0112 -0.006 0.005 -0.026
H 1.7864 3.7996 6.0985 0.012 0.009 0.015
C -4.3188 -3.9662 -1.6896 -0.061 -0.069 0.003
N -3.3980 -3.0175 -1.0879 0.079 0.141 -0.029
C -3.7192 -2.2158 0.0784 0.013 0.055 0.081
C -2.4055 -1.5103 0.2833 -0.063 0.095 0.111
O -2.2169 -0.5557 1.0862 -0.147 -0.473 -0.517
N -1.4811 -1.9988 -0.5379 0.090 0.091 0.070
C -2.1339 -2.8244 -1.3917 0.013 -0.004 0.043
N -1.3602 -5.3704 -1.2930 -0.012 -0.024 -0.006
H -5.3249 -3.7334 -1.3502 -0.005 -0.003 -0.032
H -4.0530 -4.9752 -1.3796 -0.026 -0.024 -0.014
H -4.2788 -3.8947 -2.7745 0.011 -0.040 -0.005
H -3.9733 -2.8325 0.9446 -0.015 0.026 0.002
H -4.5376 -1.5225 -0.1210 0.001 0.000 0.013
H -0.5516 -5.4434 -0.6890 0.004 0.000 -0.009
H -1.7213 -6.3110 -1.4027 -0.021 0.025 -0.005
```
Forces are in eV/Å.

Net charge ... +2
Spin multiplicity ... 1
Gap between HOMO and LUMO ... 7.77 eV
LUMO energy ... -5.2 eV

---

Record 2
# C38H44AsN5O4SSbTi

C38H44AsN5O4SSbTi as an isolated structure in a non-equilibrium geometry (wB97M-V/def2-TZVPD, the OMol25 dataset).

Structure (XYZ):
```
95
Properties=species:S:1:pos:R:3:forces:R:3
Ti -1.3505 0.6286 0.1165 0.789 1.463 0.869
C -2.9549 -2.5714 1.8456 0.104 0.002 -0.081
C -2.9995 -1.0644 2.0330 -0.435 0.005 0.079
C -3.6238 -0.6898 3.3703 0.082 -0.023 -0.091
O -1.6264 -0.5302 1.9758 -0.468 0.089 0.173
C -3.8483 -0.4302 0.8905 -0.210 -0.217 0.312
O -5.0467 -0.6107 0.9232 0.121 0.003 -0.048
O -3.2078 0.2525 -0.0020 -1.634 -0.331 -0.140
H -2.4760 -3.0517 2.7031 0.025 0.004 -0.014
H -2.4131 -2.8365 0.9339 -0.016 -0.005 0.007
H -3.9702 -2.9534 1.7620 -0.014 0.020 0.018
H -3.0406 -1.0996 4.1970 0.019 0.008 -0.013
H -4.6332 -1.0931 3.4084 0.005 0.005 0.011
H -3.6970 0.3932 3.4760 0.019 0.013 0.032
H -1.0290 -1.2776 2.0992 0.162 0.000 -0.034
N -0.6059 -5.5290 -3.2692 -0.106 0.233 0.033
C 0.0860 -6.6690 -3.6050 0.360 -0.101 0.178
C -0.2159 -7.7532 -4.4201 -0.087 0.009 -0.055
C 0.7460 -8.7384 -4.5235 -0.103 0.008 -0.030
C 1.9699 -8.6459 -3.8445 0.110 0.003 0.055
C 2.2666 -7.5713 -3.0322 -0.008 -0.005 -0.026
C 1.3036 -6.5698 -2.9026 -0.263 -0.125 -0.268
N 1.3299 -5.4076 -2.1694 -0.055 0.292 0.189
C 0.1864 -4.8111 -2.4040 0.266 -0.547 -0.188
C -0.1838 -3.5415 -1.8198 -0.138 0.531 0.216
C -1.2616 -2.7556 -2.2600 0.266 -0.267 0.032
C -1.5132 -1.5411 -1.6797 -0.073 -0.037 -0.083
N -0.7752 -1.0329 -0.6476 0.966 -2.098 -0.993
C 0.2609 -1.8138 -0.2110 -0.020 -0.075 0.004
C 0.5818 -3.0220 -0.7612 -0.120 -0.268 -0.183
H -1.5360 -5.2948 -3.5644 -0.021 0.004 0.007
H -1.1571 -7.8201 -4.9509 0.019 -0.039 -0.001
H 0.5504 -9.6043 -5.1420 0.011 0.016 -0.013
H 2.6968 -9.4380 -3.9671 -0.010 0.001 0.010
H 3.2129 -7.4929 -2.5143 -0.014 -0.011 0.019
H -1.8942 -3.0807 -3.0755 -0.021 0.058 -0.005
H -2.3297 -0.9229 -2.0255 -0.011 0.002 0.000
H 0.8541 -1.4205 0.6080 0.002 0.032 -0.022
H 1.4215 -3.5970 -0.3969 0.016 0.043 0.042
C -1.8465 4.9265 -0.6612 -0.029 -0.269 0.038
As -2.5318 3.3573 -1.5897 -0.392 1.123 -0.784
C -2.9004 4.1093 -3.3427 -0.026 -0.076 0.100
C -4.3019 2.9244 -0.9317 0.206 -0.088 0.017
S -1.0609 1.8939 -1.9688 -0.012 0.118 -0.256
H -2.6788 5.5517 -0.3363 -0.017 0.001 -0.036
H -1.2424 5.4797 -1.3779 -0.010 -0.013 -0.028
H -1.2215 4.6484 0.1830 -0.012 -0.066 0.001
H -3.5497 4.9821 -3.2840 -0.018 -0.022 0.090
H -3.3633 3.3480 -3.9677 -0.012 -0.018 0.034
H -1.9480 4.3926 -3.7870 0.017 -0.012 0.028
H -4.9096 3.8235 -1.0358 0.062 0.037 -0.041
H -4.2828 2.5783 0.0949 0.062 -0.037 0.018
H -4.7056 2.1284 -1.5527 0.016 -0.025 0.004
N -2.7980 3.8427 2.6019 -0.023 0.011 0.009
C -2.0678 2.7473 2.3220 0.039 0.248 -0.131
N -1.4627 2.1244 3.3554 -0.024 -0.039 -0.048
O -1.9182 2.3771 1.1360 -0.220 0.378 1.000
H -2.9069 4.1942 3.5362 -0.030 -0.015 -0.006
H -3.2601 4.3227 1.8513 0.043 0.013 -0.030
H -1.7279 2.3494 4.2999 0.008 -0.012 0.000
H -1.1523 1.1776 3.1881 0.019 -0.065 -0.022
C 2.4433 6.2743 1.1782 0.009 0.014 -0.012
C 1.5786 5.6879 2.0911 -0.032 0.029 0.035
C 1.2336 4.3504 1.9577 -0.024 -0.030 -0.006
C 1.7637 3.5862 0.9207 -0.253 -0.319 -0.061
C 2.6113 4.1850 -0.0052 -0.030 -0.019 0.000
C 2.9516 5.5246 0.1273 0.007 0.042 -0.006
Sb 1.2138 1.5172 0.7337 1.400 0.321 0.095
C 2.6538 0.9195 -0.7278 -0.234 0.032 0.199
C 4.0175 1.0938 -0.4999 -0.051 0.021 0.006
C 4.9393 0.6669 -1.4435 0.061 0.023 0.044
C 4.5065 0.0625 -2.6164 -0.007 -0.006 -0.016
C 3.1507 -0.1068 -2.8505 -0.014 -0.020 -0.039
C 2.2249 0.3202 -1.9078 0.041 0.035 0.007
C 2.2225 0.7363 2.4717 -0.176 0.043 -0.230
C 3.0532 -0.3762 2.3629 -0.057 0.001 -0.002
C 3.6299 -0.9355 3.4959 0.012 -0.037 0.001
C 3.3745 -0.3937 4.7467 0.013 -0.015 0.021
C 2.5422 0.7104 4.8648 -0.022 0.007 0.026
C 1.9652 1.2689 3.7328 0.044 0.033 -0.028
H 2.7197 7.3149 1.2863 -0.006 -0.002 -0.010
H 1.1768 6.2735 2.9087 0.000 -0.009 0.000
H 0.5507 3.9022 2.6727 0.024 0.039 0.013
H 3.0083 3.6084 -0.8310 0.033 0.020 -0.005
H 3.6184 5.9840 -0.5911 0.000 -0.012 -0.001
H 4.3569 1.5648 0.4158 0.046 -0.025 -0.004
H 5.9975 0.8035 -1.2609 -0.005 -0.002 -0.007
H 5.2286 -0.2772 -3.3473 -0.003 0.008 -0.001
H 2.8092 -0.5746 -3.7650 0.012 -0.003 0.005
H 1.1681 0.1831 -2.1007 -0.011 -0.025 -0.009
H 3.2642 -0.8039 1.3895 0.042 -0.016 0.001
H 4.2828 -1.7935 3.3987 -0.006 0.003 0.004
H 3.8256 -0.8290 5.6288 0.002 0.005 -0.007
H 2.3456 1.1380 5.8400 0.011 0.008 -0.007
H 1.3315 2.1426 3.8353 0.008 -0.014 0.046
```
Forces are in eV/Å.

Net charge ... +1
Spin multiplicity ... 3
Gap between HOMO and LUMO (alpha / beta) ... 5.76 / 7.59 eV
LUMO energy (alpha / beta) ... -2.2 / -2.5 eV
<S²> ... 2.037

---

Record 3
# C38H44AsNOSSbV

C38H44AsNOSSbV as an isolated structure (wB97M-V/def2-TZVPD, the OMol25 dataset).

Structure (XYZ):
```
88
Properties=species:S:1:pos:R:3:forces:R:3
V 0.2770 0.4137 -0.5810 0.040 -0.547 -0.530
C 2.4865 -1.0121 2.8936 -0.041 -0.009 -0.047
C 2.4440 -2.3920 2.7620 -0.036 0.018 -0.060
C 1.8055 -2.9512 1.6644 0.009 0.052 0.049
C 1.2353 -2.1139 0.7183 0.000 -0.009 0.080
N 1.3275 -0.7840 0.8306 -0.028 0.278 0.009
C 1.9107 -0.2419 1.9002 0.066 -0.004 0.025
C 0.4708 -2.6042 -0.4478 0.134 -0.100 0.006
C 0.9407 -3.7057 -1.1682 0.027 0.046 0.022
C 0.2239 -4.2018 -2.2377 -0.046 0.000 -0.034
C -0.9818 -3.6028 -2.5935 0.029 -0.009 -0.005
C -1.4484 -2.5129 -1.8902 0.076 0.036 0.013
C -0.7401 -1.9895 -0.7991 -0.268 0.153 0.128
H 2.9502 -0.5342 3.7440 0.010 -0.013 0.004
H 2.8874 -3.0295 3.5151 0.001 0.000 0.007
H 1.7215 -4.0230 1.5547 -0.015 -0.008 -0.011
H 1.9167 0.8407 1.9408 0.021 -0.008 0.040
H 1.8795 -4.1671 -0.8875 0.004 0.006 0.015
H 0.5942 -5.0534 -2.7922 0.008 -0.006 0.005
H -1.5543 -3.9900 -3.4255 -0.007 -0.004 -0.004
H -2.3794 -2.0542 -2.1878 -0.019 -0.004 0.002
C -2.1171 -2.0803 1.8724 -0.034 -0.021 0.024
O -1.2354 -1.0721 1.3955 0.018 0.031 0.089
C -1.2991 -0.8298 0.0079 -0.010 -0.072 -0.199
C -2.6737 -0.3553 -0.4237 -0.031 -0.027 0.020
H -2.0130 -3.0072 1.2985 0.009 0.007 -0.009
H -3.1588 -1.7548 1.8409 0.004 -0.001 -0.005
H -1.8387 -2.2679 2.9069 -0.002 0.000 0.001
H -2.9989 0.4358 0.2499 0.001 -0.003 0.002
H -3.4122 -1.1621 -0.3849 0.013 -0.015 -0.002
H -2.6671 0.0431 -1.4363 0.003 0.012 -0.004
S -0.6649 2.0790 0.4502 0.179 0.008 -0.110
Sb 0.7447 3.3895 -1.0996 -0.105 0.111 0.130
C -0.7473 4.8407 -1.4968 -0.042 0.044 0.012
C -1.2366 4.9508 -2.7946 0.040 -0.048 -0.054
C -2.2074 5.8969 -3.0954 -0.014 0.014 0.003
C -2.6882 6.7330 -2.0998 -0.001 0.003 0.005
C -2.1984 6.6294 -0.8037 -0.012 0.011 -0.024
C -1.2285 5.6871 -0.5018 0.049 -0.019 0.070
C -0.1691 0.3591 -2.6220 0.162 0.089 0.296
C 0.4134 -0.6075 -3.4441 -0.055 -0.038 -0.046
C 0.1301 -0.6774 -4.8010 -0.025 -0.026 0.034
C -0.7451 0.2336 -5.3763 0.028 -0.033 -0.012
C -1.3443 1.1967 -4.5785 -0.013 0.029 0.000
C -1.0600 1.2550 -3.2188 -0.088 0.043 0.047
C 1.8574 4.4046 0.4082 -0.013 -0.046 0.074
C 2.7905 5.3379 -0.0368 0.039 0.033 -0.051
C 3.6217 5.9881 0.8638 0.018 0.020 0.010
C 3.5337 5.7031 2.2189 -0.010 -0.010 -0.002
C 2.6086 4.7725 2.6700 0.018 0.015 0.018
C 1.7737 4.1252 1.7688 -0.063 -0.029 -0.012
H -0.8623 4.3013 -3.5791 -0.001 0.012 0.000
H -2.5836 5.9831 -4.1063 0.001 -0.006 -0.005
H -3.4440 7.4712 -2.3333 -0.002 0.002 0.001
H -2.5720 7.2859 -0.0290 0.001 0.000 0.006
H -0.8453 5.6164 0.5100 -0.002 -0.002 -0.004
H 1.0848 -1.3501 -3.0207 -0.016 0.008 -0.013
H 0.5933 -1.4464 -5.4073 0.003 0.003 -0.021
H -0.9635 0.1869 -6.4349 -0.007 0.002 -0.004
H -2.0422 1.9036 -5.0103 -0.001 0.002 -0.009
H -1.5654 2.0087 -2.6214 0.002 -0.018 -0.013
H 2.8782 5.5762 -1.0928 -0.015 -0.018 -0.004
H 4.3378 6.7161 0.5065 0.005 0.007 -0.001
H 4.1819 6.2081 2.9225 0.004 0.005 0.001
H 2.5287 4.5553 3.7274 0.002 0.004 0.006
H 1.0425 3.4128 2.1345 0.019 0.003 0.002
C 2.5638 1.7587 -4.2666 -0.060 -0.011 -0.027
C 3.4035 1.8277 -3.0018 0.089 0.037 0.058
As 2.9219 0.5712 -1.5697 -0.028 0.031 -0.033
C 3.9143 -0.9981 -2.2230 -0.002 0.066 0.002
C 4.3161 -1.9826 -1.1353 -0.020 -0.024 0.048
C 4.1202 1.2194 -0.1517 -0.068 -0.053 0.039
C 5.5487 1.5198 -0.5818 0.041 -0.003 -0.062
H 2.9277 2.4863 -4.9931 0.004 0.013 0.000
H 1.5101 1.9668 -4.0707 0.052 0.006 -0.010
H 2.6191 0.7739 -4.7307 0.009 0.016 0.006
H 3.3783 2.8285 -2.5648 -0.026 -0.030 0.006
H 4.4506 1.6157 -3.2286 -0.013 -0.010 0.015
H 4.7989 -0.6099 -2.7317 -0.021 0.008 0.003
H 3.2954 -1.4726 -2.9857 0.001 -0.024 0.026
H 4.9650 -1.5160 -0.3922 -0.004 -0.007 -0.002
H 4.8630 -2.8249 -1.5612 -0.003 0.003 -0.014
H 3.4483 -2.3840 -0.6126 0.020 0.008 0.002
H 4.1061 0.4582 0.6309 0.018 0.015 -0.010
H 3.6466 2.1106 0.2720 0.001 -0.004 -0.013
H 6.0263 0.6503 -1.0373 -0.001 0.008 -0.005
H 6.1544 1.8110 0.2771 -0.018 -0.002 0.018
H 5.5889 2.3390 -1.2987 0.007 0.002 -0.006
```
Forces are in eV/Å.

Net charge ... +1
Spin multiplicity ... 2
Gap between HOMO and LUMO (alpha / beta) ... 7.40 / 7.67 eV
LUMO energy (alpha / beta) ... -3.5 / -3.2 eV
<S²> ... 0.802

---

What are the electronic energy values for these records? In order: -2876.02621, -5772.81589, -5422.38970 Ha.
What are the energy above the lowest of the compared OMol25 structures with the same formula, charge and spin values for these records? In order: 2.377, 0.946, 0.000 eV.